C3H4O5Yb as an isolated structure in a non-equilibrium geometry, computed with ωB97M-V with the def2-TZVPD basis set.

Atoms and positions in Å:
O (2.35, -0.71, 1.01)
Yb (3.60, 1.02, 0.19)
C (-1.94, 0.39, -0.52)
H (1.22, -0.72, 0.80)
O (1.34, 1.54, -0.78)
C (-2.13, -0.40, 0.57)
H (2.55, -1.45, 1.58)
O (0.48, -0.34, -1.56)
H (-3.14, -0.86, 0.59)
H (-2.59, 0.36, -1.38)
O (-1.24, -0.92, 1.35)
C (0.35, 0.84, -1.18)
O (-0.83, 1.24, -0.67)

Calculated values
Maximum force = 4.9 eV Å⁻¹
<S²> = 0.75
Charge = -1
Orbital gap (alpha / beta) = 4.71 / 4.39 eV
DFT total energy = -1651.5613 Eh
HOMO energy (alpha / beta) = -0.0841 / -0.0840 Ha
Spin multiplicity = 2